Version A
{"formula": "C2H3ClF2", "method": "wB97M-V/def2-TZVPD", "homo_energy_ev": -10.93, "smiles": "FC[C@H](F)Cl", "total_charge": 0, "gap_ev": 11.918, "molar_mass_g_mol": 100.495, "elements": ["F", "C", "C", "F", "Cl", "H", "H", "H"], "positions_angstrom": [[-1.309, 0.652, -0.652], [-0.291, 0.627, 0.194], [0.304, -0.770, 0.039], [1.475, -0.571, 0.788], [0.616, -0.527, -1.741], [0.503, 1.457, -0.001], [-0.867, 0.635, 1.248], [-0.431, -1.504, 0.125]]}


Version B
{"formula": "C2H3ClF2", "method": "wB97M-V/def2-TZVPD", "homo_energy_ev": -11.06, "smiles": "FC(F)CCl", "total_charge": 0, "gap_ev": 11.997, "molar_mass_g_mol": 100.495, "elements": ["F", "C", "F", "C", "Cl", "H", "H", "H"], "positions_angstrom": [[-1.265, -0.371, -1.028], [-0.667, 0.313, -0.094], [-0.370, 1.615, -0.317], [0.576, -0.457, 0.288], [1.916, 0.328, -0.651], [-1.470, 0.500, 0.654], [0.895, -0.489, 1.318], [0.386, -1.439, -0.169]]}


Relative calculated energies, zero for the most stable structure, unit eV: version A 1.168; version B 0.000.


Version A
{"formula": "C6H12O", "method": "wB97M-V/def2-TZVPD", "homo_energy_ev": [-14.15, -14.15], "total_charge": 1, "multiplicity": 2, "gap_ev": [9.118, 5.481], "molar_mass_g_mol": 100.161, "elements": ["C", "C", "C", "C", "C", "C", "H", "H", "H", "H", "H", "H", "H", "H", "H", "H", "H", "H", "O"], "positions_angstrom": [[1.231, 0.544, -0.632], [0.786, -0.669, 0.205], [-0.693, -0.994, 0.262], [-1.463, -1.231, 1.382], [-1.266, -0.871, -2.168], [-1.260, -1.510, -0.950], [0.467, 1.314, -0.387], [1.358, 0.503, -1.719], [2.265, 0.738, -0.321], [1.103, -0.508, 1.245], [1.281, -1.605, -0.062], [-2.481, -1.587, 1.367], [-1.061, -1.035, 2.387], [-1.554, -1.554, -2.961], [-0.821, 0.027, -2.601], [-1.591, -2.530, -1.087], [1.013, 2.994, 1.281], [2.459, 3.538, 1.035], [1.712, 3.537, 1.636]]}


Version B
{"formula": "C6H12O", "method": "wB97M-V/def2-TZVPD", "homo_energy_ev": [-14.64, -14.80], "total_charge": 1, "multiplicity": 2, "gap_ev": [8.238, 7.469], "molar_mass_g_mol": 100.161, "elements": ["C", "C", "C", "C", "C", "C", "H", "H", "H", "H", "H", "H", "H", "H", "H", "H", "H", "H", "O"], "positions_angstrom": [[-1.214, 0.994, 1.506], [0.227, 1.140, 1.046], [0.625, -0.156, 0.282], [1.992, -0.193, 0.011], [0.198, -2.300, -0.702], [-0.226, -1.317, 0.131], [-1.672, 1.795, 2.116], [-1.895, 1.016, 0.628], [-1.388, 0.035, 1.988], [0.447, 2.036, 0.454], [0.894, 1.264, 1.898], [2.714, -0.932, 0.367], [2.470, 0.598, -0.608], [1.301, -2.390, -0.769], [-0.308, -3.223, -1.017], [-1.192, -1.398, 0.600], [-0.345, 0.609, -2.511], [-1.514, 1.526, -2.402], [-1.113, 0.896, -3.017]]}


Relative calculated energies, zero for the most stable structure, unit eV: version A 0.116; version B 0.000.


Version A
{"formula": "C3H9N3S", "method": "wB97M-V/def2-TZVPD", "homo_energy_ev": -8.35, "total_charge": 0, "gap_ev": 8.873, "molar_mass_g_mol": 119.193, "elements": ["C", "C", "C", "H", "H", "H", "H", "H", "H", "H", "H", "H", "N", "N", "N", "S"], "positions_angstrom": [[0.960, -0.728, 1.352], [1.207, -0.826, -0.186], [-0.694, 0.443, -0.971], [2.044, -1.144, 2.144], [-0.197, -1.565, 1.595], [0.587, 0.694, 1.771], [2.384, -0.756, -0.295], [0.926, -1.840, -0.789], [1.569, 1.969, 0.345], [-0.819, 1.023, -1.999], [-3.081, 0.049, 0.640], [-2.689, 0.989, -0.988], [0.585, 0.286, -0.871], [-1.396, -0.331, -0.265], [-2.839, -0.058, -0.478], [1.456, 1.794, -1.007]]}


Version B
{"formula": "C3H9N3S", "method": "wB97M-V/def2-TZVPD", "homo_energy_ev": -8.14, "smiles": "CN/N=C/N(C)S", "total_charge": 0, "gap_ev": 8.982, "molar_mass_g_mol": 119.193, "elements": ["C", "N", "N", "C", "N", "C", "S", "H", "H", "H", "H", "H", "H", "H", "H", "H"], "positions_angstrom": [[-2.983, 0.707, 0.124], [-1.971, -0.264, -0.216], [-0.677, 0.333, -0.365], [0.312, -0.446, -0.028], [1.636, -0.027, -0.083], [2.796, -0.933, -0.006], [1.915, 1.634, -0.195], [-2.810, 1.663, -0.517], [-4.005, 0.234, -0.121], [-3.033, 0.985, 1.207], [-2.303, -0.634, -1.094], [0.138, -1.505, 0.314], [2.514, -2.009, -0.211], [3.337, -0.939, 0.945], [3.514, -0.691, -0.859], [1.619, 1.890, 1.105]]}


Version C
{"formula": "C3H9N3S", "method": "wB97M-V/def2-TZVPD", "homo_energy_ev": -8.58, "total_charge": 0, "gap_ev": 9.127, "molar_mass_g_mol": 119.193, "elements": ["C", "C", "C", "H", "H", "H", "H", "H", "H", "H", "H", "H", "N", "N", "N", "S"], "positions_angstrom": [[0.151, -2.022, 0.210], [0.236, 0.112, -0.557], [0.994, -0.283, -1.770], [-0.252, -2.740, 1.439], [-0.020, -2.910, -0.716], [1.378, -1.568, 0.383], [-0.018, -0.153, 2.320], [-0.070, -0.536, -2.801], [1.862, -1.352, -1.604], [1.470, 0.897, -2.279], [1.189, 3.128, 0.030], [1.869, 2.088, -1.010], [-0.564, -0.859, 0.001], [0.363, 1.251, -0.038], [0.931, 2.378, -0.793], [-1.301, -0.193, 1.422]]}


Relative calculated energies, zero for the most stable structure, unit eV: version A 5.540; version B 0.000; version C 6.497.


Version A
{"formula": "C4H9NOS", "method": "wB97M-V/def2-TZVPD", "homo_energy_ev": [-4.33, -8.52], "total_charge": 0, "multiplicity": 3, "gap_ev": [5.149, 7.136], "molar_mass_g_mol": 119.189, "elements": ["C", "C", "C", "C", "N", "O", "S", "H", "H", "H", "H", "H", "H", "H", "H", "H"], "positions_angstrom": [[0.708, -0.012, 1.964], [0.274, 0.126, 0.681], [-1.770, 1.345, 0.928], [1.332, -0.767, -0.719], [0.901, -0.680, -2.049], [-0.802, 0.661, 0.198], [0.218, -1.777, -3.065], [0.169, 0.316, 2.827], [1.655, -0.496, 2.172], [-1.247, 2.304, 1.272], [-2.201, 0.829, 1.801], [-2.603, 1.704, 0.214], [1.411, -1.709, -0.308], [2.447, -0.424, -0.702], [0.706, 0.272, -2.421], [-1.199, -1.691, -2.794]]}


Version B
{"formula": "C4H9NOS", "method": "wB97M-V/def2-TZVPD", "homo_energy_ev": [-5.03, -10.49], "total_charge": 0, "multiplicity": 3, "gap_ev": [5.631, 7.839], "molar_mass_g_mol": 119.189, "elements": ["C", "C", "C", "C", "N", "O", "S", "H", "H", "H", "H", "H", "H", "H", "H", "H"], "positions_angstrom": [[-0.700, 0.366, -0.034], [1.194, -1.190, 0.456], [1.520, 1.014, -0.750], [0.563, -0.186, -0.548], [-1.024, 1.297, 0.713], [-1.940, -0.565, -0.516], [-3.430, -0.105, -0.057], [0.270, -1.659, 1.044], [1.809, -0.562, 1.193], [1.730, -2.110, 0.114], [1.660, 1.615, 0.275], [0.963, 1.763, -1.498], [2.421, 0.630, -1.024], [0.589, -0.816, -1.521], [-2.003, 1.353, 0.892], [-3.622, -0.846, 1.262]]}


Relative calculated energies, zero for the most stable structure, unit eV: version A 1.320; version B 0.000.


Version A
{"formula": "H26NeO13", "method": "wB97M-V/def2-TZVPD", "homo_energy_ev": -9.85, "total_charge": 0, "gap_ev": 9.231, "molar_mass_g_mol": 254.375, "elements": ["Ne", "O", "H", "H", "O", "H", "H", "O", "H", "H", "O", "H", "H", "O", "H", "H", "O", "H", "H", "O", "H", "H", "O", "H", "H", "O", "H", "H", "O", "H", "H", "O", "H", "H", "O", "H", "H", "O", "H", "H"], "positions_angstrom": [[-1.597, -18.008, 19.897], [-1.133, -21.086, 19.325], [-0.399, -20.507, 19.533], [-1.472, -20.755, 18.494], [-2.953, -16.662, 17.666], [-3.523, -17.212, 18.203], [-3.525, -16.325, 16.976], [-1.220, -15.473, 21.474], [-0.440, -15.989, 21.270], [-1.952, -16.040, 21.232], [0.365, -18.930, 22.981], [0.655, -18.065, 23.270], [-0.543, -18.990, 23.277], [-4.217, -17.879, 23.384], [-3.975, -17.256, 22.699], [-4.844, -18.467, 22.964], [-1.916, -14.296, 18.921], [-1.822, -14.698, 19.784], [-2.342, -14.968, 18.389], [-5.351, -17.800, 18.769], [-5.792, -18.646, 18.691], [-5.709, -17.276, 18.052], [2.324, -18.270, 17.532], [1.468, -17.841, 17.563], [2.942, -17.592, 17.805], [-0.685, -17.924, 17.219], [-1.453, -17.353, 17.215], [-0.250, -17.748, 16.385], [1.397, -19.580, 19.915], [1.713, -19.020, 19.206], [1.182, -18.972, 20.623], [-1.996, -20.334, 16.773], [-1.302, -20.849, 16.363], [-1.599, -19.477, 16.931], [-3.689, -16.753, 21.064], [-4.220, -17.394, 20.592], [-4.183, -15.936, 20.998], [0.978, -16.574, 20.427], [1.844, -16.493, 20.827], [1.076, -16.176, 19.562]]}


Version B
{"formula": "H26NeO13", "method": "wB97M-V/def2-TZVPD", "homo_energy_ev": -9.73, "total_charge": 0, "gap_ev": 9.008, "molar_mass_g_mol": 254.375, "elements": ["Ne", "O", "H", "H", "O", "H", "H", "O", "H", "H", "O", "H", "H", "O", "H", "H", "O", "H", "H", "O", "H", "H", "O", "H", "H", "O", "H", "H", "O", "H", "H", "O", "H", "H", "O", "H", "H", "O", "H", "H"], "positions_angstrom": [[8.407, -7.535, 8.526], [5.710, -5.954, 9.903], [5.021, -5.430, 10.311], [6.287, -6.198, 10.627], [9.438, -9.490, 6.195], [10.159, -9.124, 6.706], [8.995, -8.727, 5.822], [11.287, -8.086, 7.683], [11.878, -8.833, 7.589], [10.910, -8.187, 8.557], [7.107, -10.491, 7.559], [6.619, -9.943, 8.173], [7.661, -9.878, 7.077], [12.556, -5.789, 7.546], [12.050, -6.602, 7.545], [11.947, -5.127, 7.218], [9.406, -11.622, 8.352], [9.368, -11.345, 9.267], [8.652, -11.199, 7.942], [10.134, -4.618, 6.654], [9.803, -4.217, 5.850], [9.937, -5.550, 6.556], [6.189, -3.852, 8.091], [6.017, -3.401, 8.917], [5.943, -4.762, 8.259], [10.607, -8.596, 10.381], [10.443, -7.781, 10.857], [9.917, -9.190, 10.678], [5.721, -8.674, 9.434], [5.674, -8.941, 10.352], [5.771, -7.719, 9.464], [8.879, -7.037, 5.413], [9.606, -7.081, 4.792], [8.238, -6.465, 4.991], [8.959, -3.873, 8.884], [9.526, -4.085, 8.143], [8.072, -3.902, 8.524], [8.688, -10.364, 10.872], [9.157, -10.672, 11.648], [7.873, -9.996, 11.214]]}


Relative calculated energies, zero for the most stable structure, unit eV: version A 0.000; version B 0.283.


Version A
{"formula": "C3H3NO4", "method": "wB97M-V/def2-TZVPD", "homo_energy_ev": -9.19, "total_charge": 0, "gap_ev": 8.505, "molar_mass_g_mol": 117.060, "elements": ["C", "C", "C", "H", "H", "H", "N", "O", "O", "O", "O"], "positions_angstrom": [[0.564, 0.533, 0.090], [-0.504, 1.198, 0.580], [-1.416, -0.718, -0.205], [2.072, 1.368, 1.028], [-0.688, 2.292, 0.918], [0.910, -2.138, -1.229], [0.057, -0.509, -0.792], [1.800, 1.054, -0.291], [-1.641, 0.422, 0.431], [-2.006, -1.772, -0.164], [0.852, -1.731, -0.365]]}


Version B
{"formula": "C3H3NO4", "method": "wB97M-V/def2-TZVPD", "homo_energy_ev": -10.44, "total_charge": 0, "gap_ev": 8.875, "molar_mass_g_mol": 117.060, "elements": ["C", "C", "C", "H", "H", "H", "N", "O", "O", "O", "O"], "positions_angstrom": [[2.024, -0.505, 0.630], [-0.904, 0.001, -0.410], [-2.378, 0.337, 0.311], [1.455, -1.153, 2.059], [1.598, 0.265, -1.746], [-2.649, 1.609, 0.572], [1.418, 0.601, -0.530], [3.273, -0.465, 0.065], [0.027, 0.997, -0.132], [-0.677, -1.015, -1.060], [-3.187, -0.672, 0.239]]}


Relative calculated energies, zero for the most stable structure, unit eV: version A 0.000; version B 4.467.


Version A
{"formula": "C10H8N2O", "method": "wB97M-V/def2-TZVPD", "homo_energy_ev": -8.78, "smiles": "CC1=C=Nc2ccccc2NC1=O", "total_charge": 0, "gap_ev": 9.098, "molar_mass_g_mol": 172.187, "elements": ["C", "C", "C", "N", "C", "C", "C", "C", "C", "C", "N", "C", "O", "H", "H", "H", "H", "H", "H", "H", "H"], "positions_angstrom": [[2.180, 0.357, 1.498], [1.800, 0.384, 0.039], [1.470, 1.161, -0.917], [0.516, 1.478, -1.632], [-0.643, 0.754, -1.180], [-1.709, 1.668, -0.757], [-2.741, 0.987, 0.016], [-2.422, -0.316, 0.472], [-1.359, -1.158, 0.058], [-0.363, -0.664, -0.722], [0.844, -1.501, -0.953], [2.051, -0.984, -0.615], [3.111, -1.502, -0.465], [1.909, -0.684, 1.705], [1.291, 0.887, 2.002], [3.140, 0.707, 1.870], [-1.704, 2.547, -1.203], [-3.643, 1.426, 0.401], [-3.204, -0.811, 1.140], [-1.336, -2.232, 0.310], [0.813, -2.503, -1.067]]}


Version B
{"formula": "C10H8N2O", "method": "wB97M-V/def2-TZVPD", "homo_energy_ev": -9.85, "smiles": "N#C[C@@]1(c2ccccc2)CC(=O)N1", "total_charge": 0, "gap_ev": 10.486, "molar_mass_g_mol": 172.187, "elements": ["N", "C", "C", "C", "C", "C", "C", "C", "C", "C", "C", "O", "N", "H", "H", "H", "H", "H", "H", "H", "H"], "positions_angstrom": [[-3.369, -0.202, -0.385], [-2.317, -0.381, 0.025], [-0.979, -0.612, 0.530], [0.015, 0.148, -0.318], [-0.125, 1.527, -0.433], [0.777, 2.253, -1.189], [1.819, 1.608, -1.835], [1.958, 0.236, -1.722], [1.059, -0.495, -0.964], [-0.849, -0.409, 2.067], [-0.600, -1.919, 2.117], [-0.393, -2.724, 2.975], [-0.696, -2.023, 0.767], [-0.942, 2.025, 0.069], [0.665, 3.323, -1.273], [2.521, 2.176, -2.427], [2.769, -0.270, -2.223], [1.177, -1.564, -0.870], [-1.754, -0.087, 2.575], [-0.005, 0.205, 2.370], [-0.731, -2.813, 0.144]]}


Relative calculated energies, zero for the most stable structure, unit eV: version A 3.819; version B 0.000.


Version A
{"formula": "C3H9PS3", "method": "wB97M-V/def2-TZVPD", "homo_energy_ev": -8.36, "total_charge": 0, "gap_ev": 8.018, "molar_mass_g_mol": 172.280, "elements": ["C", "C", "C", "P", "S", "S", "S", "H", "H", "H", "H", "H", "H", "H", "H", "H"], "positions_angstrom": [[-0.535, -0.380, -2.748], [0.327, 0.804, 3.292], [-0.769, 0.701, -1.844], [0.417, -0.020, 0.225], [2.392, 0.168, 0.487], [-0.047, -2.039, -0.153], [-0.765, 0.557, 1.869], [0.492, -0.423, -3.143], [-0.701, -1.386, -2.212], [-1.288, -0.369, -3.516], [1.085, 1.434, 2.957], [0.804, -0.196, 3.677], [-0.252, 1.180, 4.136], [-1.845, 0.803, -1.689], [-0.197, 1.670, -1.910], [0.883, -2.505, 0.573]]}


Version B
{"formula": "C3H9PS3", "method": "wB97M-V/def2-TZVPD", "homo_energy_ev": -8.66, "smiles": "SP(S)S.C=CC", "total_charge": 0, "gap_ev": 9.043, "molar_mass_g_mol": 172.280, "elements": ["S", "P", "S", "S", "H", "H", "H", "C", "C", "C", "H", "H", "H", "H", "H", "H"], "positions_angstrom": [[3.166, 1.397, 0.194], [1.573, 0.640, -1.076], [2.141, -1.393, -1.309], [2.105, 1.579, -3.032], [3.805, 0.255, 0.496], [2.199, -1.489, 0.043], [1.115, 1.131, -3.786], [-1.543, -1.310, 0.619], [-1.190, -0.148, 1.130], [-2.110, 1.099, 1.088], [-0.998, -2.252, 0.785], [-2.486, -1.342, 0.262], [-0.128, -0.099, 1.363], [-2.533, 1.143, 0.066], [-2.867, 0.926, 1.847], [-1.635, 2.069, 1.131]]}


Relative calculated energies, zero for the most stable structure, unit eV: version A 0.161; version B 0.000.